No. 1
{
  "formula": "C3H7N2OP",
  "method": "the ωB97M-V functional and the def2-TZVPD basis",
  "species": ["C", "C", "C", "N", "N", "O", "P", "H", "H", "H", "H", "H", "H", "H"],
  "coordinates": [[1.52677, 0.07123, -0.18866], [-0.73402, 1.37733, 0.33814], [0.45869, 0.24792, -1.05242], [1.10778, -0.92977, 0.55926], [-1.31719, 0.30141, 0.73359], [-2.00974, -0.35885, -0.39558], [-0.55948, -1.12346, -0.13081], [2.38634, 0.58923, 0.07857], [-0.02834, 1.71588, 1.12116], [-1.24051, 2.18959, -0.38332], [0.34908, 0.59113, -2.02594], [1.33172, -0.82048, 1.57154], [-0.99958, -1.82528, 0.96466], [-0.27152, -2.02588, -1.19019]],
  "energy_ha": -644.2842,
  "s2": 2.007,
  "de_lowest_ev": 3.6599,
  "charge": 0,
  "orbital_gap_ev": [6.365, 7.300],
  "spin_multiplicity": 3
}

---

No. 2
{
  "formula": "C41H65Cl2FN2O19P2S2",
  "method": "the ωB97M-V functional and the def2-TZVPD basis",
  "species": ["C", "C", "C", "C", "C", "C", "C", "C", "S", "O", "O", "O", "C", "C", "F", "C", "C", "N", "P", "N", "C", "C", "C", "C", "Cl", "C", "C", "C", "P", "O", "Cl", "C", "C", "S", "H", "H", "H", "H", "H", "H", "H", "H", "H", "H", "H", "H", "H", "H", "H", "H", "H", "H", "H", "H", "H", "H", "H", "H", "H", "C", "C", "O", "C", "O", "O", "C", "H", "H", "H", "H", "H", "H", "H", "H", "C", "C", "O", "C", "O", "O", "C", "H", "H", "H", "H", "H", "H", "H", "H", "C", "C", "O", "C", "O", "O", "C", "H", "H", "H", "H", "H", "H", "H", "H", "C", "C", "O", "C", "O", "O", "C", "H", "H", "H", "H", "H", "H", "H", "H", "C", "C", "O", "C", "O", "O", "C", "H", "H", "H", "H", "H", "H", "H", "H"],
  "coordinates": [[2.85397, -5.85032, 1.44264], [3.30967, -6.24204, 0.23914], [3.32620, -5.38077, -0.97104], [4.48239, -4.76642, -1.46929], [5.80806, -4.94816, -0.76040], [6.60790, -3.63643, -0.62657], [5.77263, -2.46662, -0.06877], [5.58026, -1.31571, -1.05194], [5.58240, 0.29364, -0.25482], [5.56210, 0.16982, 1.16841], [6.65814, 1.09079, -0.76000], [4.21581, 1.02100, -0.66890], [4.44325, -3.96827, -2.60725], [3.24227, -3.80708, -3.26150], [3.17971, -3.04180, -4.36051], [2.08830, -4.40424, -2.78570], [2.10103, -5.17985, -1.63594], [0.92831, -5.80359, -1.10067], [0.66304, -7.41592, -1.64530], [0.06217, -8.30242, -0.50532], [-0.25546, -5.00410, -1.19131], [-1.14258, -5.06262, -0.12150], [-2.31328, -4.31609, -0.09181], [-3.28546, -4.42298, 1.06983], [-2.53824, -5.30765, 2.46440], [-4.58362, -5.20197, 0.70826], [-4.45541, -6.09383, -0.53085], [-2.60733, -3.47894, -1.18462], [-4.09538, -2.42552, -1.41871], [-4.64961, -2.02147, 0.05843], [-3.19903, -0.63895, -1.99029], [-1.71545, -3.44239, -2.25656], [-0.55800, -4.20069, -2.27840], [0.55384, -4.15343, -3.65493], [2.18670, -6.49226, 2.00317], [3.19149, -4.89724, 1.83571], [3.66277, -7.26838, 0.12975], [5.66904, -5.35723, 0.23603], [6.40163, -5.64807, -1.35105], [7.39756, -3.83210, 0.09485], [7.08557, -3.39653, -1.57403], [4.81835, -2.79721, 0.33450], [6.31055, -2.05625, 0.78313], [4.64069, -1.40067, -1.60005], [6.35183, -1.26817, -1.81546], [3.79718, 0.56739, -1.41132], [5.30743, -3.46024, -3.00846], [-0.26570, -7.36006, -2.70033], [1.89368, -7.93528, -2.08755], [0.66503, -9.07912, -0.26763], [-0.88665, -5.72494, 0.68829], [-3.50390, -3.44490, 1.47147], [-4.78340, -5.88334, 1.52895], [-5.45076, -4.54620, 0.64499], [-4.55082, -5.50151, -1.43935], [-5.27113, -6.81491, -0.54072], [-3.53335, -6.66816, -0.51006], [-5.46110, -2.50105, 0.25049], [-1.93748, -2.82638, -3.11901], [1.99956, -0.45832, -6.77738], [2.65743, -1.80525, -6.99125], [2.44788, -2.28730, -8.32829], [3.21651, -1.73274, -9.26288], [4.06575, -0.89935, -9.08275], [2.88150, -2.26115, -10.44115], [3.58051, -1.70021, -11.55439], [0.94341, -0.50455, -7.04668], [2.08686, -0.15400, -5.73412], [2.46243, 0.30753, -7.39863], [2.20552, -2.54291, -6.33729], [3.72293, -1.77043, -6.76586], [4.65640, -1.73583, -11.39899], [3.25816, -0.67373, -11.72216], [3.32250, -2.30341, -12.42008], [6.44995, 4.57706, -1.62380], [6.47386, 3.98479, -3.01597], [5.14459, 3.81825, -3.53989], [4.56221, 4.92358, -3.99405], [5.04621, 6.02440, -4.02725], [3.33372, 4.60160, -4.41036], [2.55876, 5.71521, -4.85806], [5.81004, 3.98240, -0.97154], [7.45468, 4.60487, -1.20312], [6.05420, 5.59250, -1.63372], [6.90957, 2.98827, -2.98154], [7.07590, 4.58560, -3.69756], [3.09409, 6.28585, -5.61363], [2.29931, 6.35557, -4.01635], [1.65005, 5.30813, -5.29263], [-5.12856, 1.28223, 0.07284], [-3.95819, 2.04185, 0.65415], [-4.38601, 3.08201, 1.54928], [-4.75571, 2.67845, 2.76404], [-4.74413, 1.54658, 3.17182], [-5.14408, 3.75274, 3.45218], [-5.63967, 3.46733, 4.76445], [-5.83589, 1.96964, -0.39558], [-4.77476, 0.56655, -0.67153], [-5.66721, 0.73820, 0.84815], [-3.41162, 2.54692, -0.14076], [-3.26210, 1.37417, 1.16252], [-4.92434, 2.87658, 5.33211], [-6.59379, 2.94710, 4.70076], [-5.78829, 4.41983, 5.26406], [-1.30204, 4.20354, 3.50406], [-2.05679, 5.33449, 2.83753], [-1.86761, 6.57587, 3.53682], [-0.70587, 7.18507, 3.31576], [0.16919, 6.80580, 2.58178], [-0.67401, 8.29683, 4.05416], [0.55659, 9.01825, 3.97162], [-1.57060, 4.13772, 4.55991], [-1.53371, 3.25436, 3.01906], [-0.22561, 4.36322, 3.45027], [-3.12419, 5.13236, 2.87117], [-1.77275, 5.44295, 1.79117], [0.82021, 9.22519, 2.93689], [1.35406, 8.45872, 4.45830], [0.40364, 9.95629, 4.49768], [-9.09009, 4.93743, 10.38393], [-8.96519, 3.77722, 9.41968], [-7.81704, 3.91532, 8.56898], [-6.64937, 3.60669, 9.13089], [-6.48251, 3.21411, 10.25511], [-5.69029, 3.81715, 8.22734], [-4.36416, 3.60266, 8.71918], [-9.08278, 5.88441, 9.84271], [-10.01732, 4.86094, 10.95158], [-8.25741, 4.95413, 11.08586], [-9.82360, 3.75374, 8.75100], [-8.92918, 2.82292, 9.94446], [-4.26973, 2.61865, 9.17241], [-4.10014, 4.37718, 9.43722], [-3.69974, 3.66804, 7.86189]],
  "energy_ha": -5639.6974,
  "smiles": "C=Cc1c(CCCCS(=O)(=O)O)cc(F)c2c1N([PH2]=N)c1cc([C@H](Cl)CC)c(P(O)Cl)cc1S2.CCOC(=O)OC.CCOC(=O)OC.CCOC(=O)OC.CCOC(=O)OC.CCOC(=O)OC",
  "charge": 0,
  "orbital_gap_ev": 8.534,
  "spin_multiplicity": 1
}

---

No. 3
{
  "formula": "C17H47N5O22S4",
  "method": "the ωB97M-V functional and the def2-TZVPD basis",
  "species": ["C", "N", "O", "O", "H", "H", "H", "C", "N", "O", "O", "H", "H", "H", "C", "N", "O", "O", "H", "H", "H", "C", "N", "O", "O", "H", "H", "H", "C", "N", "O", "O", "H", "H", "H", "O", "S", "O", "O", "C", "C", "C", "H", "H", "H", "H", "H", "H", "H", "H", "O", "S", "O", "O", "C", "C", "C", "H", "H", "H", "H", "H", "H", "H", "H", "O", "S", "O", "O", "C", "C", "C", "H", "H", "H", "H", "H", "H", "H", "H", "O", "S", "O", "O", "C", "C", "C", "H", "H", "H", "H", "H", "H", "H", "H"],
  "coordinates": [[-3.51806, 1.32827, 0.77091], [-4.08024, 0.20325, -0.00299], [-3.93474, -0.85485, 0.49658], [-4.44323, 0.43506, -1.09112], [-4.31942, 2.06675, 0.74719], [-2.53190, 1.66934, 0.45581], [-3.34620, 1.02496, 1.80365], [3.46719, 1.64266, 2.60559], [2.43974, 0.81633, 3.32479], [2.83539, -0.21981, 3.90335], [1.30606, 1.21286, 3.25953], [3.05120, 2.64593, 2.51337], [3.42705, 1.32412, 1.56395], [4.43607, 1.72639, 3.09789], [1.56465, 2.74801, -1.66357], [0.16555, 2.25682, -2.12067], [-0.59463, 1.97711, -1.17600], [-0.18337, 2.23957, -3.32029], [2.27412, 1.94869, -1.87763], [1.47690, 2.88609, -0.58592], [1.71541, 3.72898, -2.11420], [-0.44572, -0.95639, 1.75643], [0.29780, -0.89348, 0.48632], [1.54231, -0.86864, 0.57638], [-0.34952, -0.82389, -0.56740], [-1.11012, -1.80218, 1.93342], [-0.99469, -0.02049, 1.86055], [0.25158, -1.00087, 2.59303], [4.66357, -2.43121, 1.87889], [4.05550, -3.21985, 2.92339], [2.81894, -3.19748, 3.05129], [4.78433, -3.93795, 3.59813], [5.41948, -3.04077, 1.38379], [5.03279, -1.53207, 2.37215], [3.79744, -2.25410, 1.24129], [-3.38627, -0.37827, -5.20784], [-2.04624, -0.93597, -5.37256], [-1.93201, -2.19973, -6.02709], [-1.19251, 0.16805, -6.21881], [-0.01486, -0.27098, -6.90356], [-0.37857, -0.41621, -8.39333], [-1.11267, -0.96220, -3.68597], [0.25105, -1.25798, -6.52512], [0.68487, 0.54530, -6.72422], [-1.15575, -1.11574, -8.70113], [0.45994, -0.54070, -9.07853], [-0.90949, 0.44566, -8.79757], [-0.11200, -1.29096, -3.96650], [-1.44240, -1.70905, -2.96376], [-1.11575, 0.04307, -3.26465], [-3.39679, 5.91557, 0.11492], [-2.10397, 5.73729, 0.71006], [-1.73316, 6.59225, 1.83249], [-1.77944, 4.09845, 0.99435], [-0.58352, 3.80474, 1.71017], [-0.75995, 3.92917, 3.26392], [-0.85707, 6.04360, -0.67289], [0.35051, 4.29851, 1.44207], [-0.40298, 2.75261, 1.48992], [-1.66041, 3.40293, 3.58071], [-0.83182, 4.98153, 3.53866], [0.04426, 3.51140, 3.86958], [-1.02643, 5.31345, -1.46427], [0.09925, 6.06688, -0.15037], [-1.20851, 7.04970, -0.90168], [-5.39301, 0.40661, 5.30243], [-5.22378, -0.22647, 4.00651], [-5.68975, 0.40896, 2.74904], [-3.62428, -0.65699, 3.72693], [-2.72326, -0.60584, 4.80749], [-2.02190, 0.76795, 4.88782], [-5.91269, -1.89533, 4.17267], [-1.89425, -1.28235, 4.59972], [-3.07832, -0.86242, 5.80560], [-2.62523, 1.67269, 4.81337], [-1.40851, 0.77214, 3.98680], [-1.39790, 0.92321, 5.76795], [-5.59513, -2.36312, 3.24079], [-6.98289, -1.75995, 4.32904], [-5.47000, -2.45962, 4.99347], [4.97845, -2.57857, -1.12089], [4.23973, -2.72844, -2.42942], [4.75047, -2.14427, -3.61718], [4.29908, -4.34637, -2.70970], [3.71103, -5.21733, -1.76971], [4.82479, -6.31623, -1.67197], [2.46000, -2.47598, -2.33656], [2.81397, -5.69240, -2.16682], [3.51140, -4.74686, -0.80695], [4.95687, -6.79109, -2.64417], [4.57473, -7.03584, -0.89239], [5.80560, -5.89565, -1.45010], [1.92136, -3.21759, -2.92647], [2.25267, -1.42968, -2.56101], [2.22223, -2.67266, -1.29116]],
  "energy_ha": -4197.1344,
  "s2": 0.758,
  "charge": -1,
  "orbital_gap_ev": [3.700, 7.781],
  "spin_multiplicity": 2
}

---

No. 4
{
  "formula": "C20H39F4N2O6S",
  "method": "the ωB97M-V functional and the def2-TZVPD basis",
  "species": ["F", "C", "F", "C", "F", "F", "C", "N", "C", "N", "C", "C", "C", "C", "S", "H", "H", "H", "H", "H", "H", "H", "H", "H", "H", "H", "C", "O", "C", "C", "O", "C", "C", "O", "C", "H", "H", "H", "H", "H", "H", "H", "H", "H", "H", "H", "H", "H", "H", "C", "O", "C", "C", "O", "C", "C", "O", "C", "H", "H", "H", "H", "H", "H", "H", "H", "H", "H", "H", "H", "H", "H"],
  "coordinates": [[3.41570, -0.40716, -1.20554], [2.28032, 0.42183, -1.39488], [1.02966, -0.20575, -1.10007], [2.17466, 1.01998, -2.91179], [3.45795, 1.38528, -3.43265], [1.54533, -0.00529, -3.70331], [1.20333, 2.31043, -2.77984], [1.69699, 3.47106, -2.01512], [0.57833, 4.36859, -2.07371], [-0.54958, 3.85541, -2.83783], [-0.22555, 2.51434, -3.31214], [-1.11074, 1.48498, -4.15007], [-1.75990, 0.29746, -3.26685], [-2.83007, 0.84693, -2.19645], [-4.06590, 2.05888, -2.87600], [2.36341, 1.31426, -0.66586], [2.61839, 3.55232, -1.56012], [0.55484, 5.39517, -1.56431], [-1.45338, 4.31514, -3.04118], [-1.88822, 2.10629, -4.72450], [-0.42930, 0.99587, -4.92587], [-2.15751, -0.53985, -3.94162], [-0.89817, -0.17025, -2.65482], [-2.22567, 1.40402, -1.38341], [-3.41186, -0.04965, -1.79292], [-3.78321, 3.35443, -2.44959], [6.82832, -1.07889, 0.14056], [7.14752, 0.07251, 0.89725], [6.54875, 1.24735, 0.35716], [6.51134, 2.35563, 1.40361], [5.41944, 2.22188, 2.31668], [5.55696, 1.19147, 3.29908], [6.55634, 1.54488, 4.39595], [7.88436, 1.28282, 3.95487], [8.85119, 1.92996, 4.76175], [7.16655, -0.96833, -0.89399], [7.33455, -1.93503, 0.58825], [5.74907, -1.26195, 0.16776], [5.52940, 1.03036, 0.01562], [7.15828, 1.56884, -0.49606], [6.33710, 3.30312, 0.88423], [7.46033, 2.45156, 1.93366], [5.78231, 0.23083, 2.83461], [4.56887, 1.10048, 3.76072], [6.36780, 0.92041, 5.27667], [6.44742, 2.60153, 4.66677], [8.73182, 3.01624, 4.70311], [9.84113, 1.66940, 4.38401], [8.77013, 1.59664, 5.80109], [-8.65768, -1.41544, 2.40891], [-8.07950, -2.06549, 1.29357], [-7.43029, -1.14904, 0.41605], [-6.45086, -1.88654, -0.49044], [-5.20039, -2.15999, 0.14722], [-5.21680, -3.21106, 1.11652], [-5.30912, -4.59838, 0.48873], [-6.66057, -4.90069, 0.15852], [-6.75799, -5.98265, -0.74892], [-9.39573, -0.67504, 2.08667], [-9.15586, -2.16759, 3.02201], [-7.88096, -0.93553, 3.01336], [-6.89449, -0.38637, 0.99288], [-8.20371, -0.66765, -0.19436], [-6.20719, -1.22773, -1.32974], [-6.88570, -2.79411, -0.91262], [-5.99485, -3.04739, 1.86286], [-4.25543, -3.13948, 1.63458], [-4.96592, -5.34904, 1.20989], [-4.68052, -4.63904, -0.40863], [-6.27395, -5.72993, -1.69747], [-7.81507, -6.17436, -0.93977], [-6.30630, -6.88399, -0.32274]],
  "energy_ha": -2143.5639,
  "charge": 1,
  "orbital_gap_ev": 6.435,
  "spin_multiplicity": 1
}